(1)
Here is C26H28N11O2SSeSnTe4 as an isolated structure at a distorted geometry from OMol25. Energies are from ωB97M-V/def2-TZVPD.

Properties
Total charge: -1
Strongest force on any atom in eV/A: 5.6
Multiplicity: 1
E_HOMO in eV: -2.24
E in eV: -159085.42125
Kohn-Sham gap in eV: 4.48

CARTESIAN COORDINATES (ANGSTROEM)
Sn 1.865270 0.970605 -0.314027
N -2.838121 -6.432573 -0.088644
C -2.668490 -5.095692 -0.390820
C -1.895402 -4.718859 -1.493786
C -1.794075 -3.387912 -1.844857
C -2.449193 -2.421064 -1.093617
C -3.241085 -2.784130 -0.014843
C -3.336533 -4.114045 0.347084
S -2.486565 -0.724482 -1.617042
O -3.863179 -0.347963 -1.677527
O -1.734037 -0.741276 -2.873728
N -1.569741 0.152609 -0.674866
C -1.710809 0.269875 0.679865
N -0.626683 0.624307 1.376602
C -0.710408 0.581075 2.694216
C -1.895393 0.288749 3.345750
C -2.983016 0.021873 2.537411
N -2.902884 -0.011990 1.219208
H -2.132265 -7.059469 -0.436215
H -3.172362 -6.641886 0.837091
H -1.370929 -5.467295 -2.069690
H -1.226212 -3.105258 -2.722729
H -3.768284 -2.010817 0.524072
H -3.943604 -4.398503 1.196970
H 0.229020 0.775795 3.199755
H -1.962586 0.268727 4.421679
H -3.969014 -0.197879 2.939217
N 2.809438 -3.589406 1.385098
C 1.832479 -4.394353 0.894740
C 0.677090 -3.667498 0.949535
N 0.938330 -2.417338 1.443506
C 2.242341 -2.392036 1.690389
C 3.027063 -1.232744 2.088362
N 2.576561 -0.081721 2.571198
C 3.662850 0.740170 2.648460
C 4.773200 0.087701 2.187843
N 4.368305 -1.168441 1.877315
H 3.797995 -3.778811 1.243436
H 2.050294 -5.387819 0.552966
H -0.331850 -3.976631 0.731402
H 3.580388 1.729792 3.065913
H 5.797033 0.384568 2.063910
H 4.938153 -1.827490 1.340181
Te 0.136131 -0.882146 -1.152584
Te 1.231746 0.567564 -2.896583
Te 5.028219 -2.707066 -1.174329
Te 2.877935 -1.159875 -1.621303
C -0.618655 3.984164 2.590006
N 0.614312 4.331531 1.944988
C 1.608229 5.147870 2.433713
C 2.562428 5.226358 1.486271
N 2.159807 4.455419 0.421293
C 2.849634 4.343396 -0.834326
C 0.959788 3.885882 0.710141
Se -0.193075 3.046177 -0.464142
H -0.607024 4.349503 3.615711
H -0.737954 2.906612 2.602360
H -1.472899 4.416792 2.059998
H 1.546053 5.589810 3.409184
H 3.499522 5.748161 1.475949
H 3.289520 5.306095 -1.099023
H 2.117230 4.070516 -1.597064
H 3.627818 3.576682 -0.798436
C -1.960077 1.373524 -5.225973
C -2.979997 1.568857 -4.284128
C -2.627303 2.066518 -3.049853
N -1.385446 2.386923 -2.717848
C -0.393232 2.233877 -3.619189
C -0.686243 1.757880 -4.924804
H -2.190710 0.963348 -6.202399
H -4.010134 1.314596 -4.482168
H -3.358058 2.216470 -2.261924
H 0.406713 2.951120 -3.446531
H 0.122632 1.642976 -5.637789

Forces on atoms 1 to 6 (eV/Å):
1.279 1.901 2.702
-0.057 -0.232 0.056
-0.093 0.180 -0.111
-0.112 0.180 0.181
-0.018 -0.160 -0.173
-0.519 0.162 0.166

Results of the Mulliken charge analysis, in e, for atoms 1 through 2: -0.140, -0.577

(2)
Here is C26H64BF10FeNO28S10 as an isolated structure at a distorted geometry from OMol25. Energies are from ωB97M-V/def2-TZVPD.

Properties
Total charge: -1
Strongest force on any atom in eV/A: 4.4
Multiplicity: 6
E_HOMO (spin up / spin down) in eV: -1.97 / -6.98
E in eV: -257406.67326
Kohn-Sham gap (spin up / spin down) in eV: 3.55 / 8.51

CARTESIAN COORDINATES (ANGSTROEM)
Fe -3.120515 -2.770599 0.308498
B -4.328848 -4.131571 -2.575656
F -4.709196 -3.274345 -3.604813
F -3.576051 -3.467925 -1.598276
F -5.443511 -4.723594 -1.950927
F -3.523146 -5.103172 -3.014021
C -0.673826 -1.981023 -2.760810
F -0.459717 -1.533408 -3.971930
F -1.139550 -3.193513 -2.767387
F 0.578944 -1.986287 -2.163487
S -1.759902 -0.743442 -1.670342
O -1.407616 0.664166 -1.957857
O -3.189427 -1.005092 -1.998377
N -1.701507 -1.425929 0.024503
S -0.613653 -0.451960 0.743653
O -0.217438 -0.914357 2.080153
O 0.581888 -0.174661 -0.013328
C -1.611357 1.205486 1.147329
F -1.334451 2.074568 0.251894
F -2.907173 0.939406 1.001888
F -1.163894 1.683697 2.351375
O -4.580479 -1.328491 0.598821
S -6.015698 -1.038180 0.302633
O -6.886025 -2.206819 0.094657
O -6.733061 0.095069 1.342078
C -8.136363 0.387111 1.302402
C -8.844765 0.896978 2.603107
C -6.036412 -0.157240 -1.239106
H -8.622864 -0.508902 0.916959
H -8.439249 1.155124 0.590700
H -8.921247 1.979563 2.704336
H -8.451656 0.485807 3.532899
H -9.845298 0.474299 2.511474
H -5.505176 -0.599943 -2.081667
H -5.759164 0.881321 -1.058460
H -7.093434 -0.044266 -1.480040
O 4.729204 3.905397 -0.663562
S 3.548215 3.728132 -1.521810
O 3.094831 4.778796 -2.412259
O 3.734241 2.310606 -2.419987
C 3.010081 2.058377 -3.614999
C 1.532143 1.722188 -3.460369
C 2.190787 3.232234 -0.439289
H 3.612014 1.361914 -4.198709
H 2.979349 3.036618 -4.094798
H 1.371328 0.760941 -2.972269
H 0.944762 1.673573 -4.377281
H 1.125925 2.615681 -2.986285
H 2.259182 2.191865 -0.121398
H 1.248732 3.328171 -0.979124
H 2.129878 3.855080 0.453145
O 1.644568 -0.572367 6.857636
S 2.362108 -1.760913 6.559199
O 2.669929 -2.779806 7.584929
O 1.722144 -2.489816 5.265709
C 2.145638 -3.784379 4.783654
C 1.067865 -4.311667 3.856205
C 3.869147 -1.138654 5.685944
H 2.410581 -4.541955 5.521213
H 3.008779 -3.501349 4.181184
H 0.703189 -3.509130 3.215074
H 0.170158 -4.825451 4.200056
H 1.541734 -5.042069 3.200421
H 3.495346 -1.087643 4.663317
H 4.632392 -1.882339 5.915080
H 4.080229 -0.122493 6.019054
O -2.902872 2.030924 -4.714395
S -3.907096 1.141265 -5.232420
O -5.259792 1.108256 -4.682385
O -4.016754 1.644272 -6.846834
C -2.853198 2.027502 -7.517432
C -2.708919 1.415830 -8.958587
C -3.262066 -0.591842 -5.433579
H -1.988795 1.643393 -6.975807
H -2.753751 3.110364 -7.592525
H -2.971997 0.366871 -9.094845
H -1.707912 1.528143 -9.375096
H -3.402247 1.879423 -9.660344
H -2.194981 -0.373760 -5.390314
H -3.603971 -0.876091 -6.428766
H -3.547387 -1.255258 -4.617143
O 4.923378 -3.362735 -2.840251
S 4.468993 -2.681233 -4.070389
O 4.448978 -1.212484 -3.920662
O 5.471274 -3.192930 -5.247981
C 6.736680 -3.658844 -4.937970
C 7.016334 -4.691533 -6.075626
C 2.897833 -3.282803 -4.723246
H 6.642332 -4.356190 -4.105567
H 7.420868 -2.811829 -4.887534
H 7.943363 -5.214238 -5.840054
H 7.244219 -4.170988 -7.005790
H 6.264141 -5.478014 -6.137018
H 2.940532 -4.324431 -5.041511
H 2.699292 -2.613927 -5.560674
H 2.216589 -3.122413 -3.887611
O 6.155570 0.479853 0.862131
S 6.478119 -0.716593 0.149526
O 7.679231 -1.436994 0.426773
O 5.319213 -1.916629 0.191206
C 3.876337 -1.456556 0.097981
C 3.144273 -1.692124 1.465232
C 6.322476 -0.321106 -1.666147
H 3.507340 -2.095334 -0.704456
H 3.813694 -0.420899 -0.236059
H 2.064992 -1.664867 1.315186
H 3.626519 -1.086381 2.232441
H 3.237377 -2.705256 1.856379
H 6.540255 -1.153345 -2.335509
H 6.984068 0.537055 -1.784241
H 5.335715 -0.001208 -2.000928
O -3.044747 -2.551876 2.402417
S -2.983122 -2.095887 3.806489
O -2.242857 -2.971320 4.709307
O -2.362210 -0.536110 3.916983
C -1.727395 -0.268824 5.160730
C -1.302870 1.151931 5.154594
C -4.686699 -1.903629 4.456918
H -0.886037 -0.936357 5.346776
H -2.539878 -0.500618 5.849381
H -2.035415 1.781547 4.649560
H -0.354063 1.177486 4.618653
H -1.271217 1.559337 6.165091
H -4.788633 -2.360728 5.441179
H -5.354328 -2.432679 3.776848
H -4.891134 -0.839990 4.334491
O 2.274549 7.420845 3.735605
S 1.422243 7.907127 4.802779
O 0.870599 9.272461 4.797014
O 0.159177 6.889043 5.070596
C 0.225778 5.441825 4.969188
C -0.384538 4.916003 3.627900
C 2.271528 7.737666 6.531323
H -0.519038 5.102426 5.689021
H 1.197988 5.020073 5.224204
H -0.365416 3.826475 3.602635
H 0.071197 5.408985 2.769195
H -1.454875 5.117343 3.672023
H 2.293818 6.704613 6.878290
H 1.444012 8.286580 6.980769
H 3.181691 8.334515 6.590329

Forces on atoms 1 to 6 (eV/Å):
-0.416 -1.518 -0.059
-1.813 -0.877 0.049
-0.038 0.559 -0.009
0.453 1.172 1.033
-0.178 0.543 -0.058
1.442 -1.682 -1.330

Results of the Mulliken charge analysis, in e, for atoms 1 through 2: 0.623, -0.069

(3)
Here is a 2-piece molecular cluster, C10H19NSi overall at a distorted geometry from OMol25. Energies are from ωB97M-V/def2-TZVPD.

Properties
Total charge: 0
Strongest force on any atom in eV/A: 4.8
Multiplicity: 1
E_HOMO (spin up / spin down) in eV: -7.60 / -9.15
E in eV: -20040.85574
Kohn-Sham gap (spin up / spin down) in eV: 6.67 / 8.72

CARTESIAN COORDINATES (ANGSTROEM)
C 1.203328 1.668903 2.789621
C 1.326900 0.966016 1.808342
C 2.655811 0.229982 -1.329023
C 3.149688 -1.000088 -0.530814
C 1.472863 0.922252 -0.576074
C 2.231024 -1.105273 0.746607
C 1.453072 0.148112 0.761524
C -1.845270 1.636130 0.602454
C -3.726096 -0.984685 0.306528
C -1.921612 -0.466187 -1.948776
N -0.856146 -0.978811 0.972901
Si -1.963410 -0.136403 -0.026512
H 1.260667 2.344461 3.533355
H 3.335438 0.967989 -1.529734
H 2.430287 -0.179442 -2.359375
H 3.276451 -1.870578 -1.231238
H 4.229604 -0.969150 -0.175954
H 1.613648 1.967608 -0.374246
H 0.543689 0.965792 -1.198464
H 1.477052 -1.923489 0.715667
H 2.835176 -1.137414 1.691552
H -1.232732 2.172416 0.031711
H -2.844761 2.093023 0.641999
H -1.572080 1.636247 1.667975
H -4.040861 -0.602009 1.241554
H -4.553984 -0.836940 -0.405070
H -3.539620 -2.090418 0.525458
H -0.970049 -0.803142 -2.317739
H -2.614200 -1.193074 -2.223547
H -2.113050 0.526533 -2.402906
H -0.700825 -1.968348 0.592227

Forces on atoms 1 to 6 (eV/Å):
0.220 -1.603 -2.234
-0.526 0.982 3.013
-1.853 -1.825 -1.071
1.635 -0.454 0.475
-0.309 -1.610 -0.794
0.439 -0.931 -0.078

Results of the natural (NBO) charge analysis, in e, for atoms 1 through 2: -0.201, 0.027

(4)
Here is a 4-piece molecular cluster, C16H31NO13S4 overall at a distorted geometry from OMol25. Energies are from ωB97M-V/def2-TZVPD.

Properties
Total charge: 0
SMILES: NC(=O)CCC1=C(S)C(=O)OC1=O.CCOS(C)(=O)=O.CCOS(C)(=O)=O.CCOS(C)(=O)=O
Strongest force on any atom in eV/A: 1.4
Multiplicity: 1
E_HOMO in eV: -10.04
E in eV: -88542.24593
Kohn-Sham gap in eV: 9.11

CARTESIAN COORDINATES (ANGSTROEM)
N -2.303185 2.010304 -1.208170
C -2.252426 3.248674 -1.822139
O -2.018097 4.248206 -1.170849
C -2.451253 3.329177 -3.314632
C -3.942093 3.461689 -3.751876
C -4.928825 3.209804 -2.675248
C -5.545874 2.061933 -2.405061
S -5.492358 0.494519 -3.126634
C -6.421597 2.306323 -1.201165
O -6.770372 1.501062 -0.385131
O -6.626796 3.651826 -1.164156
C -5.425287 4.201342 -1.680251
O -4.949981 5.220985 -1.279291
H -2.897708 2.008168 -0.395299
H -2.544924 1.263796 -1.843598
H -1.873971 4.168830 -3.655470
H -2.043340 2.424502 -3.752145
H -4.121096 2.730507 -4.522157
H -4.075146 4.454039 -4.148258
H -4.532201 0.655771 -4.050487
C 3.731195 1.289917 -0.240204
C 3.882307 2.645115 0.422002
O 2.812314 3.543270 0.061949
S 1.386901 3.320570 0.741242
C 0.649124 4.821183 0.210758
O 1.550673 3.315388 2.163248
O 0.726920 2.232409 0.087177
H 2.858775 0.762029 0.138277
H 4.610121 0.672273 -0.051644
H 3.600523 1.401487 -1.316254
H 3.944013 2.557976 1.507978
H 4.794185 3.133064 0.083416
H 1.166810 5.660262 0.667985
H -0.391629 4.797296 0.519792
H 0.710059 4.865900 -0.871856
C 2.316020 -4.231079 -1.476391
C 0.830260 -4.157625 -1.763888
O 0.110061 -3.236198 -0.908247
S 0.246747 -1.675369 -1.211056
C -1.082776 -1.125695 -0.201488
O -0.074324 -1.457102 -2.588823
O 1.467983 -1.188471 -0.646729
H 2.816095 -3.293478 -1.719620
H 2.768116 -5.022114 -2.073757
H 2.495511 -4.443901 -0.424784
H 0.639453 -3.896111 -2.805666
H 0.371261 -5.126593 -1.580645
H -2.013573 -1.521093 -0.600698
H -1.082100 -0.035973 -0.230532
H -0.917309 -1.469045 0.816332
C 2.828290 -4.530095 6.192476
C 1.759879 -4.803914 5.152231
O 1.732584 -3.810786 4.107230
S 2.874718 -3.871167 2.996980
C 2.147058 -2.751816 1.855584
O 2.893439 -5.189890 2.436084
O 4.072362 -3.299514 3.528508
H 3.827420 -4.634650 5.773015
H 2.730936 -5.232842 7.020234
H 2.737404 -3.514367 6.576096
H 1.875728 -5.795491 4.711626
H 0.773418 -4.762519 5.609463
H 1.222182 -3.179657 1.481018
H 2.851209 -2.606306 1.042813
H 1.966192 -1.806733 2.360782

Forces on atoms 1 to 6 (eV/Å):
-0.630 -0.206 -0.862
0.562 0.886 0.738
-0.360 -0.229 -0.194
-0.023 -0.664 0.168
0.683 0.124 0.689
0.011 0.118 -0.167

Results of the natural (NBO) charge analysis, in e, for atoms 1 through 2: -0.823, 0.680